Entry 1:
Computed, not measured: C14H24Br2GaO6S3 as an isolated structure at a distorted geometry, with ωB97M-V with the def2-TZVPD basis set.

Output
E = -9266.5596 Eh
lowest unoccupied orbital energy = 2.19 eV
net charge = -1
multiplicity = 1
HOMO level = -5.18 eV

Each line ends with the Löwdin charge.
Atoms and positions in Å:
C 2.081186 1.776064 -1.126849  0.011
C 1.501961 1.116401 -0.283321  -0.261
C 0.554105 0.374386 0.719612  -0.263
Ga -1.267245 -0.138410 -0.157877  0.063
S -1.278401 0.771689 -2.252333  0.326
C -1.440364 -2.199578 -0.287385  -0.200
C -1.501560 -3.427443 -0.332832  -0.079
C -2.712257 0.503301 1.143451  -0.683
Br -2.553719 -0.184421 3.016600  0.494
C -3.784661 1.329069 0.906216  -0.798
C -4.039801 1.896048 -0.537069  -0.183
Br -5.070169 1.852997 2.328099  0.522
H 2.669096 2.426293 -1.806442  0.030
H 1.072175 -0.529765 1.159703  0.052
H 0.316798 1.140059 1.525025  0.044
H -1.858319 -0.175054 -3.089265  -0.216
H -1.648123 -4.514229 -0.490297  0.002
H -3.368703 2.783292 -0.709854  0.065
H -5.105194 2.289240 -0.562695  0.058
H -3.975051 1.110538 -1.335096  0.049
O 0.891149 -5.705654 0.114883  -0.270
S 1.087443 -6.912139 0.860133  0.585
O 1.050212 -6.930998 2.293398  -0.277
O 2.451024 -7.615126 0.367497  -0.270
C 3.653792 -6.841602 0.375104  -0.267
C 4.226028 -6.711131 1.774220  -0.078
C -0.026585 -8.144440 0.253896  -0.126
H 3.484302 -5.860182 -0.075622  0.119
H 4.369912 -7.367995 -0.258418  0.119
H 3.576209 -6.106556 2.409049  0.073
H 5.208221 -6.235228 1.744775  0.079
H 4.318737 -7.691507 2.246622  0.082
H 0.036277 -8.172698 -0.832227  0.073
H -1.032435 -7.866102 0.565795  0.076
H 0.244219 -9.106967 0.685428  0.070
O 0.942274 4.855696 -0.260371  -0.274
S -0.336753 5.475947 -0.451706  0.585
O -1.095855 5.294578 -1.653881  -0.277
O -0.200946 7.058139 -0.157514  -0.270
C 0.799310 7.794277 -0.861062  -0.275
C 0.373375 8.095509 -2.286174  -0.080
C -1.368536 5.081029 0.928481  -0.110
H 1.755920 7.265104 -0.837944  0.114
H 0.937000 8.733089 -0.321198  0.117
H 0.318687 7.181963 -2.880608  0.072
H 1.086084 8.769684 -2.766200  0.076
H -0.618033 8.552989 -2.304358  0.082
H -0.815602 5.267974 1.846952  0.075
H -1.632761 4.025691 0.856056  0.070
H -2.267568 5.694013 0.882831  0.075

Force components x, y, z for each atom (eV/Å):
C 0.4 0.2 0.2
C -1.2 -0.5 0.7
C 1.2 1.3 -0.8
Ga 0.8 -1.3 0.2
S -0.3 -0.4 -1.0
C 0.0 -0.8 0.1
C -0.4 0.4 -0.4
C -2.2 1.2 0.7
Br 0.2 0.3 -1.2
C 1.6 -1.2 -0.6
C -1.4 0.6 1.0
Br 0.6 -0.1 -1.1
H -0.9 -1.0 0.9
H -0.6 1.1 -0.4
H 0.4 -1.1 -0.7
H 0.4 0.6 1.1
H 0.4 1.5 0.4
H -0.5 -1.1 -0.2
H 1.2 -0.4 0.0
H 0.4 0.9 0.9
O 0.2 -0.2 0.4
S 0.0 -0.3 -0.3
O 0.0 0.2 -0.3
O -0.6 -0.2 0.0
C 0.7 0.5 0.2
C -0.2 0.1 0.3
C 0.1 -0.2 -0.1
H -0.2 -0.1 0.0
H -0.3 -0.2 -0.1
H 0.0 0.0 -0.1
H 0.0 0.0 -0.1
H 0.1 0.0 -0.1
H 0.0 0.0 0.1
H 0.1 0.1 0.0
H 0.0 0.1 0.0
O -0.2 0.4 -0.4
S -0.3 -0.2 0.6
O 0.4 0.1 0.1
O -0.2 -0.3 0.3
C 0.4 0.4 -0.6
C -0.1 -0.2 -0.2
C 0.0 0.2 0.1
H -0.1 -0.1 0.1
H -0.2 -0.2 0.2
H 0.0 0.0 0.0
H 0.0 0.0 0.1
H 0.1 0.0 0.1
H 0.0 0.0 -0.1
H 0.1 0.0 -0.1
H 0.1 0.0 0.0



Entry 2:
Computed, not measured: an isolated ion of composition C14H24BrF5N2O3P and charge +1 at a distorted geometry, with ωB97M-V with the def2-TZVPD basis set.

Output
E = -4297.3988 Eh
lowest unoccupied orbital energy = -3.03 eV
net charge = +1
multiplicity = 1
energy relative to the best compared isomer or geometry (same formula, charge and spin) = 112.2 kcal per mole
HOMO level = -12.76 eV

Each line ends with the Löwdin charge.
Atoms and positions in Å:
C 2.628456 3.080724 -1.492268  0.047
C 1.634054 2.079957 -1.355776  -0.085
C 1.298644 1.620904 0.127542  -0.214
O 2.250447 0.711234 0.806853  -0.200
C 1.775573 -0.601470 0.396347  -0.305
C 2.623101 -1.590194 1.334454  -0.531
Br 3.003754 -0.574675 3.036933  0.774
C 4.083950 -1.940508 0.737805  -0.271
C 4.084704 -2.247564 -0.828635  -0.110
N 0.257730 -0.649984 0.394375  -0.098
P -0.622798 -1.771107 1.493578  0.984
O -2.304381 -1.493019 1.432575  -0.250
O -0.186289 -1.540538 3.113988  -0.284
C -0.064428 0.837760 0.438407  -0.308
C -0.410677 1.387045 1.934470  -0.207
N -0.740155 2.836821 1.946297  0.017
C -1.320331 1.369850 -0.393487  -0.113
C -1.514434 0.712587 -1.836649  -0.151
C -2.440223 -0.597293 -1.857355  -0.081
C -3.995595 -0.286150 -1.700486  -0.302
F -4.265445 0.990722 -1.173631  0.074
F -4.538454 -0.272448 -3.016870  0.055
C -4.810691 -1.435916 -0.924839  -0.374
F -5.126958 -1.037673 0.375693  0.109
F -6.043115 -1.580220 -1.586895  0.104
F -4.200862 -2.680299 -0.972560  0.121
H 2.670159 3.784978 -2.376820  0.081
H 3.420546 3.189394 -0.676280  0.094
H 1.192936 1.663232 -2.306359  0.095
H 1.491638 2.580886 0.718816  0.164
H 2.013643 -0.553950 -0.722093  0.168
H 2.129205 -2.581750 1.560988  0.093
H 4.840953 -1.171886 1.073548  0.096
H 4.379501 -2.920349 1.257397  0.120
H 3.052335 -2.410786 -1.276023  0.070
H 4.498255 -1.307226 -1.344027  0.088
H 4.817600 -3.076534 -1.120160  0.092
H 0.065842 -1.080479 -0.535033  0.143
H -2.523626 -0.548452 1.278323  0.040
H 0.000322 -2.449566 3.446988  0.079
H -1.318144 0.841000 2.383430  0.120
H 0.506439 1.245996 2.602889  0.120
H -1.743981 2.905839 2.146304  0.090
H -0.178900 3.314280 2.657107  0.094
H -1.128246 2.485238 -0.572711  0.141
H -2.266176 1.337958 0.252480  0.119
H -2.040148 1.482854 -2.499449  0.140
H -0.530196 0.410238 -2.331377  0.106
H -2.325219 -1.049859 -2.904343  0.148
H -2.080314 -1.419603 -1.143464  0.099

Force components x, y, z for each atom (eV/Å):
C -1.7 -1.9 0.5
C 2.5 1.7 -0.1
C 1.2 0.1 -0.1
O -2.6 -1.1 -2.0
C 4.1 1.0 0.3
C 0.8 0.0 -0.8
Br -0.4 -1.3 -0.3
C -0.5 -1.4 0.2
C 0.9 1.4 -0.4
N -0.2 2.7 0.2
P -1.8 -4.2 2.4
O 2.9 1.7 -0.5
O -0.6 0.3 -2.2
C -1.4 4.4 0.5
C 0.5 -0.7 1.1
N -0.1 -1.2 -0.1
C 0.5 0.0 -1.0
C -1.1 -0.3 0.1
C 0.5 0.0 -0.6
C 0.2 0.0 -1.5
F 0.5 -2.4 -0.5
F 1.0 0.1 2.3
C -2.7 -0.1 -0.4
F 1.2 -1.1 -2.3
F 2.4 0.1 1.5
F -0.8 2.6 0.5
H 0.3 -1.5 0.8
H -1.6 0.4 -0.9
H -0.1 0.8 1.4
H -1.2 -1.4 -0.7
H -0.1 -1.1 1.4
H 0.2 1.4 -0.2
H -1.0 -0.8 -0.7
H -0.4 1.5 -0.5
H 1.3 -0.2 0.7
H -0.7 -1.3 0.5
H -1.3 1.0 0.6
H -0.4 0.5 0.6
H -0.3 -0.5 0.4
H 0.0 0.8 -0.3
H 1.5 0.3 -0.6
H -1.3 -0.3 -0.9
H 0.8 0.5 0.0
H -0.6 -0.2 -0.3
H -0.2 -1.6 0.5
H 1.2 -0.2 -1.1
H 1.0 -1.1 0.8
H -1.2 0.6 0.7
H -0.4 0.6 1.5
H -0.8 1.3 -0.8



Entry 3:
Computed, not measured: C14H24F6NaO18S2 as an isolated structure at a distorted geometry, with ωB97M-V with the def2-TZVPD basis set.

Output
E = -3460.2045 Eh
lowest unoccupied orbital energy = 1.64 eV
net charge = -1
multiplicity = 1
energy relative to the best compared isomer or geometry (same formula, charge and spin) = 28.0 kcal per mole
HOMO level = -5.53 eV

Each line ends with the Löwdin charge.
Atoms and positions in Å:
Na 0.233760 0.186542 0.514008  0.340
C 2.948790 0.959062 -3.348792  -0.683
F 4.093450 1.142372 -4.017712  0.128
F 2.072860 1.822092 -3.814762  0.140
F 2.473450 -0.241268 -3.534112  0.120
S 3.154400 1.200722 -1.440832  0.516
O 3.778080 2.482082 -1.315232  -0.307
O 1.837810 1.219022 -0.800632  -0.351
O 3.940160 0.005092 -0.990162  -0.351
C 2.298870 2.118762 4.322648  -0.640
F 3.281940 2.775232 4.934338  0.121
F 1.924860 0.969592 4.960818  0.083
F 1.204210 2.882842 4.273518  0.112
S 2.897690 1.758872 2.576678  0.511
O 1.642580 1.359862 1.925908  -0.369
O 3.412370 3.028962 2.031308  -0.327
O 3.892500 0.692012 2.572618  -0.314
C -4.287930 2.253792 1.602408  0.028
O -3.338030 3.332042 1.225678  0.032
C -2.147710 2.997582 0.861678  -0.588
O -1.689290 1.834562 0.868798  0.074
O -1.471070 4.106202 0.585308  0.009
C -0.095360 4.089442 0.418768  -0.030
H -3.732070 1.319852 1.519458  0.064
H -5.215750 2.284632 1.031168  0.094
H -4.424560 2.320152 2.681768  0.095
H 0.252230 4.968262 0.961848  0.106
H 0.185400 4.104602 -0.634352  0.104
H 0.400210 3.258852 0.921388  0.084
C -1.915050 2.526632 -2.788662  -0.005
O -1.147010 1.688912 -3.628492  0.036
C -0.683900 0.596582 -3.143572  -0.620
O -0.857230 0.155422 -1.997042  0.112
O -0.286730 -0.069618 -4.187722  0.026
C 0.014670 -1.409108 -4.102622  -0.051
H -2.900480 2.070052 -2.696102  0.105
H -2.030060 3.510622 -3.243222  0.101
H -1.393890 2.643342 -1.838462  0.083
H -0.771640 -1.980418 -3.609242  0.084
H 0.947180 -1.598078 -3.570822  0.087
H 0.111100 -1.772618 -5.125682  0.107
C 2.671740 -3.915128 -1.841202  -0.009
O 1.258050 -3.921248 -1.671092  -0.029
C 0.547770 -3.082418 -0.906772  -0.525
O 0.968150 -2.159568 -0.277472  0.178
O -0.787120 -3.415448 -0.944912  -0.014
C -1.397270 -4.126048 -1.897682  -0.132
H 2.970620 -3.497538 -2.802652  0.098
H 3.021150 -4.929038 -1.646232  0.093
H 3.064970 -3.283168 -1.044892  0.102
H -0.910620 -4.063398 -2.871002  0.086
H -2.295480 -3.559248 -2.142712  0.097
H -1.610730 -5.155338 -1.609422  0.100
C 0.185950 -2.082368 5.042338  -0.004
O -1.098610 -1.827958 4.479828  0.042
C -1.239350 -1.756328 3.214028  -0.636
O -0.367600 -1.631658 2.360798  0.127
O -2.517650 -1.799628 2.927398  0.024
C -3.019810 -1.700818 1.569788  -0.010
H 0.055670 -2.243048 6.112528  0.096
H 0.825760 -1.230238 4.812928  0.091
H 0.695320 -2.957708 4.639328  0.102
H -4.088100 -1.899588 1.655528  0.090
H -2.678320 -2.527128 0.946328  0.084
H -2.865320 -0.829528 0.933318  0.085

Force components x, y, z for each atom (eV/Å):
Na 0.5 0.1 0.0
C 0.9 1.3 3.0
F -0.1 -0.4 0.0
F -0.9 0.9 -0.7
F 0.0 -1.6 -0.9
S 1.3 -2.1 2.5
O 0.7 0.5 -0.9
O -0.5 -0.4 -1.7
O -1.2 2.0 -1.8
C 0.3 -0.7 -1.8
F -0.4 -0.3 1.0
F 0.7 0.9 0.2
F 0.1 0.3 0.4
S 0.9 0.2 -3.4
O -0.2 0.0 1.1
O -0.9 -1.0 1.7
O -0.8 0.7 1.3
C 1.9 0.0 0.5
O -3.3 -0.2 0.4
C 3.1 -2.5 0.2
O -0.9 2.3 -0.3
O -2.4 -0.4 0.1
C 2.2 -0.1 0.5
H -0.3 -0.1 -0.6
H 0.4 0.3 0.0
H -0.4 0.5 -0.1
H 0.2 0.2 -0.5
H 0.0 0.1 0.1
H -0.2 -0.3 -0.2
C 0.0 0.2 0.6
O -0.4 2.9 -0.9
C -1.7 -2.5 2.9
O 0.8 0.8 -1.9
O 0.9 0.1 -1.3
C 0.5 -1.8 0.3
H 0.0 0.1 0.4
H 0.2 -0.2 -0.3
H -0.3 -0.1 0.1
H -0.2 0.2 0.1
H -0.2 0.0 0.0
H 0.0 0.1 0.0
C 0.3 1.0 1.6
O -1.4 -0.9 -0.7
C 0.2 0.0 -0.5
O -0.4 -0.4 -0.1
O 2.5 2.3 2.9
C -1.3 -0.6 -2.9
H -0.2 -0.2 0.0
H -0.1 0.0 -0.4
H 0.4 0.2 -0.2
H 0.6 -0.6 0.1
H -0.7 -0.4 0.4
H 0.0 0.0 -0.1
C 1.0 0.5 -0.2
O -0.2 -0.9 2.5
C 1.7 0.8 -3.8
O -0.6 -0.2 1.0
O -2.1 0.5 -0.7
C -0.2 -1.4 -0.3
H -0.2 0.3 -0.2
H 0.1 0.0 0.3
H -0.4 -0.1 -0.3
H 0.0 0.4 0.3
H 0.6 -0.2 0.3
H 0.5 0.6 0.9



Entry 4:
Computed, not measured: C14H24LiN2O6 as an isolated structure at a distorted geometry, with ωB97M-V with the def2-TZVPD basis set.

Output
E = -1116.4025 Eh
lowest unoccupied orbital energy = 1.85 eV
net charge = -1
multiplicity = 1
energy relative to the best compared isomer or geometry (same formula, charge and spin) = 5.4 kcal per mole
HOMO level = -3.24 eV

Each line ends with the Löwdin charge.
Atoms and positions in Å:
Li 1.288909 0.522523 -0.339757  0.631
C -1.131862 4.034913 -0.621620  -0.013
C -0.187217 3.013811 -0.427353  -0.367
C 1.321863 3.392986 -0.234150  -0.388
O 2.096332 2.410731 -0.132955  -0.132
C 1.628967 4.746042 -0.063017  -0.017
C 0.648890 5.753235 -0.083310  -0.401
C -0.755652 5.378979 -0.492723  -0.392
O -1.637817 6.258641 -0.574236  -0.015
O 0.993614 6.935158 0.071485  -0.008
O -0.413361 1.775580 -0.386046  -0.146
H -2.155030 3.715883 -0.753986  0.097
H 2.670375 4.991766 0.102389  0.096
C -3.467927 -1.014716 -1.820628  -0.056
C -2.581272 -1.385950 -0.606005  -0.404
C -2.605208 -2.890652 -0.470098  -0.216
O -3.892269 -3.274801 0.013227  -0.211
C -4.203507 -4.633295 -0.131726  -0.130
N -1.203286 -0.950674 -0.776958  0.030
H -3.637509 0.058682 -1.928288  0.077
H -4.435060 -1.419478 -1.498523  0.069
H -3.179393 -1.373057 -2.806557  0.073
H -2.951258 -0.881967 0.283281  0.149
H -1.851508 -3.264883 0.234478  0.117
H -2.403377 -3.464860 -1.383282  0.120
H -5.040796 -4.837861 0.534323  0.084
H -3.399013 -5.277937 0.260325  0.083
H -4.353008 -4.868472 -1.190780  0.087
H -0.966832 -0.014069 -0.438186  0.019
H -0.926470 -0.822825 -1.747871  0.071
C 4.048970 -2.261300 0.313866  -0.061
C 2.729942 -1.487618 0.425676  -0.409
C 2.783169 -0.355794 1.451497  -0.247
O 1.532769 0.225769 1.672346  -0.227
C 1.509654 1.004062 2.849081  -0.076
N 2.447736 -0.975257 -0.935485  -0.013
H 4.886554 -1.628931 0.027939  0.084
H 3.905638 -3.039944 -0.435916  0.076
H 4.236922 -2.782905 1.258392  0.079
H 1.862016 -2.075954 0.740853  0.148
H 3.544006 0.324237 1.024725  0.138
H 3.256774 -0.725858 2.369717  0.132
H 0.583383 1.572283 2.812597  0.105
H 2.443407 1.543370 3.013811  0.100
H 1.411430 0.389358 3.761719  0.088
H 3.317039 -0.628527 -1.341214  0.091
H 2.230274 -1.710425 -1.601055  0.087

Force components x, y, z for each atom (eV/Å):
Li -0.8 1.8 0.2
C 1.5 -2.4 0.2
C 0.4 1.4 -0.2
C -1.4 0.9 0.6
O 0.9 -0.9 -0.4
C 0.4 -2.1 0.0
C 1.8 1.2 -0.8
C -2.7 1.2 0.6
O 1.0 0.0 -0.1
O -0.9 -0.1 0.2
O -0.1 -1.2 -0.1
H -0.2 0.4 -0.1
H 0.0 0.3 0.1
C -1.1 0.5 1.4
C 0.9 0.7 -2.1
C -0.4 -1.1 1.0
O -0.1 0.3 0.1
C 0.8 0.1 0.5
N 1.5 0.2 -0.2
H 0.3 0.1 0.2
H -0.2 -0.1 -0.8
H 0.3 -0.5 0.2
H -0.3 -0.3 0.1
H 0.1 0.3 0.2
H 0.0 0.5 -0.5
H -0.4 0.0 -0.5
H 0.1 0.1 -0.2
H -0.4 -0.2 0.1
H -0.9 0.0 0.5
H -0.5 -0.5 -0.1
C -1.0 -0.8 1.1
C 0.0 -0.2 -0.4
C 1.7 -0.3 -0.7
O 0.5 -0.7 -0.1
C -0.5 -0.3 0.8
N 0.0 0.5 -0.4
H 0.0 0.1 0.1
H 0.2 0.0 -0.1
H 0.4 0.1 -0.1
H 0.3 -0.5 -0.3
H -0.5 0.7 0.3
H -0.4 -0.2 0.1
H 0.4 0.6 -0.2
H -0.3 0.6 -0.5
H 0.0 -0.4 -0.4
H -0.1 0.5 0.4
H -0.5 -0.2 0.5